1.
The following is a DFT calculation (ωB97M-V/def2-TZVPD) of a 8-piece molecular cluster, C12H40O8 overall in a non-equilibrium geometry.

Element x y z (Å)
1 O -15.68415 13.49633 16.51822
2 H -16.15886 13.11884 15.77770
3 H -14.89754 13.87867 16.12927
4 O -15.41124 12.47392 18.99777
5 H -15.67072 11.55552 18.92392
6 H -15.57797 12.84096 18.12960
7 C -17.81846 8.48285 14.82427
8 C -16.34838 8.88143 15.06237
9 O -16.38650 9.91208 15.99182
10 H -17.83081 7.60287 14.18117
11 H -18.36253 9.26214 14.29062
12 H -18.35308 8.35539 15.76556
13 H -15.86230 9.24532 14.15715
14 H -15.79117 8.02723 15.44704
15 H -16.82948 10.67891 15.62123
16 C -15.81318 12.21752 13.17773
17 C -17.07898 12.88876 13.76365
18 O -17.61958 12.22056 14.85666
19 H -15.06755 12.09394 13.96314
20 H -15.30450 12.73230 12.36265
21 H -16.06884 11.22447 12.80817
22 H -17.82661 12.93962 12.97209
23 H -16.92658 13.93829 14.01538
24 H -18.53580 12.48616 14.96438
25 C -11.40786 15.37286 18.96971
26 C -12.84278 15.01399 19.34833
27 O -12.84552 13.70031 19.93883
28 H -10.72480 15.23553 19.80797
29 H -11.41259 16.37427 18.53932
30 H -11.06231 14.70041 18.18453
31 H -13.34106 14.96589 18.38009
32 H -13.41314 15.76008 19.90164
33 H -13.69780 13.34871 19.67128
34 C -13.19454 11.03339 16.85644
35 C -12.35359 11.41227 15.64442
36 O -11.03454 10.95260 15.84626
37 H -13.18574 9.97576 17.11998
38 H -14.25229 11.26993 16.74101
39 H -12.88934 11.61196 17.72834
40 H -12.23503 12.47672 15.44194
41 H -12.71665 10.93860 14.73232
42 H -10.95470 10.10474 15.40314
43 C -14.81131 16.63097 16.00813
44 C -13.61910 16.24568 15.17910
45 O -13.68753 14.80974 14.98208
46 H -14.69425 16.36519 17.05873
47 H -15.74713 16.14001 15.74111
48 H -14.94203 17.71207 15.96092
49 H -12.72430 16.50558 15.74469
50 H -13.60452 16.80485 14.24357
51 H -13.08840 14.63682 14.25217
52 C -18.19009 16.16961 18.11961
53 C -18.51312 14.91216 17.26543
54 O -19.89365 14.78428 17.14692
55 H -17.10660 16.21824 18.22824
56 H -18.61155 15.97587 19.10599
57 H -18.60257 17.07134 17.66700
58 H -18.10135 14.07739 17.83263
59 H -18.00014 14.91918 16.30372
60 H -20.11897 14.23447 16.39289

Output
- E (eV) = -29470.7903
- molar mass (u) = 312.4
- total charge = -1
- spin multiplicity = 2
- gap between HOMO and LUMO (alpha / beta) (eV) = 2.21 / 8.99

2.
The following is a DFT calculation (ωB97M-V/def2-TZVPD) of Br2Cl2I7O8Y2 as an isolated structure in a non-equilibrium geometry.

Element x y z (Å)
1 Y 12.16238 10.51484 7.19602
2 Y 12.63806 6.67248 10.51922
3 I 14.32577 5.06751 8.81870
4 I 10.90162 4.83025 5.41136
5 I 12.67509 9.83468 4.55179
6 I 11.38503 7.46630 12.82085
7 I 11.09452 4.47705 10.43852
8 I 13.11227 11.99798 9.42714
9 I 15.21997 10.25239 7.19070
10 Br 9.86388 11.92091 6.74774
11 Br 11.43947 7.93389 8.26488
12 Cl 15.53345 8.51803 11.77091
13 O 15.34878 9.48972 10.69874
14 O 16.94571 8.26044 11.70092
15 O 15.12111 8.86476 13.07787
16 O 14.91516 7.11187 11.64208
17 Cl 6.10839 8.15827 6.04267
18 O 5.42615 7.56668 4.88272
19 O 5.71228 9.50749 6.11741
20 O 5.47699 7.48715 7.18514
21 O 7.51077 7.93803 6.13335

Output
- E (eV) = -240292.0660
- molar mass (u) = 1424.8
- total charge = -5
- gap between HOMO and LUMO (eV) = 3.95

3.
The following is a DFT calculation (ωB97M-V/def2-TZVPD) of one molecule with the formula C7H8N4O2 in a non-equilibrium geometry.

Element x y z (Å)
1 C -3.32518 0.77277 0.31856
2 C -2.35631 1.53854 0.87124
3 C -3.02804 -0.45801 -0.32054
4 C -1.01755 1.21364 0.83358
5 C -1.70857 -0.83682 -0.29342
6 C -0.67125 -0.00439 0.28152
7 C 0.68607 -0.49044 0.14921
8 N 1.43905 -0.04003 1.12843
9 N 1.21925 -1.48183 -0.60043
10 N 4.14392 0.01313 -0.84971
11 N 2.61258 -0.02864 1.49209
12 O 3.42333 -0.51295 -1.72210
13 O 3.64256 0.09615 0.74217
14 H -4.22907 1.29213 0.37010
15 H -2.47819 2.52723 1.37519
16 H -3.62328 -1.13065 -0.83772
17 H -0.28545 1.82831 1.11733
18 H -1.52672 -1.79816 -0.78411
19 H 0.58079 -2.08800 -1.04704
20 H 2.14634 -1.39089 -1.20266
21 H 4.35572 0.97891 -1.02169

Output
- E (eV) = -17435.8313
- molar mass (u) = 180.2
- gap between HOMO and LUMO (alpha / beta) (eV) = 6.79 / 6.79

4.
The following is a DFT calculation (ωB97M-V/def2-TZVPD) of an isolated ion of composition C3H3BrN2O4P and charge -1 in a non-equilibrium geometry.

Element x y z (Å)
1 C 1.09096 -1.46506 0.49664
2 C -0.12585 -2.11434 0.68897
3 C 0.86273 0.94630 0.51504
4 N 1.12454 -0.20620 0.93804
5 N -1.23702 -1.71588 1.14157
6 O -0.94339 1.84922 -1.33916
7 O 1.52841 2.11681 -1.90157
8 O 0.44385 -0.18744 -2.06685
9 O 0.75652 2.04970 1.02997
10 P 0.51581 1.12246 -1.42725
11 Br -0.06266 -4.02459 0.28167
12 H 2.05245 -1.98254 0.42139
13 H -0.87082 2.66423 -0.98058
14 H -1.05687 -0.79356 1.35843

Output
- E (eV) = -93663.3697
- molar mass (u) = 241.9
- total charge = -1
- gap between HOMO and LUMO (eV) = 6.71

5.
The following is a DFT calculation (ωB97M-V/def2-TZVPD) of one molecule with the formula C2H5N5O in a non-equilibrium geometry.

Element x y z (Å)
1 C -0.84509 0.25891 -0.32025
2 C 0.48741 -0.25184 -0.12637
3 H -2.00577 -1.22292 0.26574
4 H -2.74210 0.00595 -0.61709
5 H 0.53161 1.83825 -2.45952
6 H 1.81154 -1.69594 0.77375
7 H 1.55131 -0.57554 2.89262
8 N -2.07632 -0.21131 0.18772
9 N -0.94368 1.06942 -1.28469
10 N 0.44899 1.40363 -1.49178
11 N 1.30146 0.59597 -0.69305
12 N 0.86574 -1.25297 0.94119
13 O 0.72828 -1.20317 2.27605

Output
- E (eV) = -11647.8593
- molar mass (u) = 115.1
- gap between HOMO and LUMO (eV) = 9.44

6.
The following is a DFT calculation (ωB97M-V/def2-TZVPD) of a 4-piece molecular cluster, C3H13NO3 overall in a non-equilibrium geometry.

Element x y z (Å)
1 C 1.44929 -1.55682 -3.62225
2 C 2.20012 -2.23561 -2.49377
3 C 1.88009 -2.10899 -1.21452
4 N 2.65297 -2.58419 -0.12767
5 H 1.80918 -1.93634 -4.57479
6 H 1.64606 -0.48602 -3.55171
7 H 0.36550 -1.67285 -3.59077
8 H 2.97097 -2.93701 -2.79670
9 H 1.01685 -1.55758 -0.85749
10 H 2.07174 -2.93390 0.62073
11 H 3.23699 -3.35379 -0.43683
12 H 0.21515 3.83729 6.11536
13 H -1.19916 3.98772 6.25521
14 O -0.53995 4.03616 5.54274
15 H -3.22759 0.99984 -4.17451
16 H -4.27202 0.85576 -3.20648
17 O -4.12983 0.64304 -4.14211
18 H -3.36455 3.41050 5.45494
19 H -1.97530 2.95510 5.19532
20 O -2.80654 2.63770 5.60531

Output
- E (eV) = -10953.3924
- molar mass (u) = 111.1
- gap between HOMO and LUMO (eV) = 8.96

Q: Look up the E of the first one.
A: -29470.7903 eV

Q: Which value of molar mass does entry 4 give?
A: 241.9 u

Q: Which formula does entry 3 have?
A: C7H8N4O2

Q: Look up the molar mass of the third one.
A: 180.2 u